The following is a quantum chemistry calculation of C49H41N10O2SSbW as an isolated structure in a non-equilibrium geometry, from the OMol25 dataset.

The geometry in XYZ format:
```
105
Properties=species:S:1:pos:R:3
W 0.610 0.426 -0.335
N 2.374 -0.135 0.451
N 1.709 0.900 -2.022
C 2.040 2.052 -1.390
O 2.925 2.827 -1.648
O 1.173 2.219 -0.348
H 3.266 0.256 0.121
H 2.652 -0.870 1.106
H 2.363 0.750 -2.795
N 1.477 0.196 9.150
C 1.250 0.006 8.045
C 0.962 -0.195 6.673
C -0.346 -0.490 6.278
C -0.643 -0.642 4.942
C 0.368 -0.493 3.985
C 1.685 -0.229 4.389
C 1.981 -0.078 5.724
C 0.079 -0.535 2.604
C -0.149 -0.571 1.395
H -1.120 -0.597 7.024
H -1.652 -0.863 4.627
H 2.468 -0.128 3.650
H 2.992 0.127 6.042
C -2.755 6.346 -1.081
C -3.221 5.107 -1.495
C -2.746 3.953 -0.894
C -1.799 4.051 0.123
C -1.331 5.288 0.542
C -1.822 6.437 -0.060
Sb -1.182 2.205 1.080
C 0.017 2.840 2.772
C 1.253 3.442 2.563
C 2.026 3.815 3.652
C 1.593 3.555 4.943
C 0.373 2.933 5.148
C -0.419 2.580 4.068
C -2.999 1.942 2.229
C -3.545 3.059 2.842
C -4.669 2.925 3.638
C -5.254 1.682 3.816
C -4.709 0.569 3.198
C -3.579 0.696 2.403
H -3.127 7.244 -1.552
H -3.959 5.036 -2.280
H -3.117 2.979 -1.205
H -0.600 5.351 1.340
H -1.476 7.402 0.275
H 1.613 3.624 1.557
H 2.969 4.315 3.496
H 2.202 3.839 5.787
H 0.031 2.727 6.151
H -1.383 2.116 4.228
H -3.082 4.025 2.703
H -5.085 3.793 4.125
H -6.131 1.581 4.437
H -5.165 -0.398 3.341
H -3.150 -0.177 1.921
C -0.059 -3.550 0.443
C 0.515 -3.093 -0.847
N 0.630 -1.831 -1.282
C 1.075 -1.937 -2.590
C 1.232 -3.244 -2.918
N 0.882 -3.963 -1.809
C 1.085 -5.398 -1.687
N 2.459 -5.701 -1.917
N 2.864 -6.271 -3.073
N 4.112 -6.351 -3.107
C 4.650 -5.809 -1.977
C 5.968 -5.620 -1.566
C 6.156 -4.986 -0.359
C 5.080 -4.558 0.430
C 3.769 -4.738 0.043
C 3.566 -5.365 -1.178
H -0.268 -2.694 1.083
H 0.622 -4.218 0.969
H -0.991 -4.089 0.259
H 1.229 -1.081 -3.219
H 1.559 -3.717 -3.822
H 0.505 -5.930 -2.449
H 0.771 -5.721 -0.690
H 6.788 -5.962 -2.174
H 7.156 -4.803 -0.002
H 5.286 -4.080 1.376
H 2.946 -4.409 0.660
S -3.281 0.534 -5.556
C -2.366 0.482 -4.045
C -1.603 1.577 -3.596
C -0.982 1.527 -2.385
N -1.037 0.420 -1.525
C -1.930 -0.577 -1.931
C -2.572 -0.574 -3.131
C -2.111 -0.170 -6.738
C -0.924 0.466 -7.071
C -0.133 -0.123 -8.051
N -0.476 -1.247 -8.639
C -1.587 -1.868 -8.318
C -2.457 -1.359 -7.362
H -1.528 2.471 -4.195
H -0.446 2.404 -2.016
H -2.102 -1.358 -1.194
H -3.267 -1.362 -3.374
H -0.627 1.397 -6.617
H 0.792 0.332 -8.377
H -1.801 -2.795 -8.832
H -3.375 -1.868 -7.120
```

Computed properties:
- Multiplicity: 3
- Total energy: -3294.72223 a.u.
- Relative energy (zero: lowest compared OMol25 entry of this formula, charge and spin): 64.3 kcal per mole
- Net charge: +2
- HOMO energy (spin up / spin down): -13.03 / -13.04 eV
- Lowest unoccupied orbital energy (spin up / spin down): -6.8258 / -9.5455 eV

These are the Mulliken partial charges, in e, on atoms 1 to 8: 2.065 -0.490 -0.200 0.169 -0.574 -0.811 0.164 0.089

=====

The following is a quantum chemistry calculation of C35H41N9O3Ti as an isolated structure in a non-equilibrium geometry, from the OMol25 dataset.

The geometry in XYZ format:
```
89
Properties=species:S:1:pos:R:3
Ti 0.140 0.370 -0.459
N -0.892 -0.432 1.444
C 0.136 -1.101 2.279
C 1.455 -0.360 2.124
O 2.400 -0.610 2.857
N 1.405 0.556 1.129
C 2.575 1.392 0.918
C 2.361 2.174 -0.368
O 3.148 2.986 -0.784
O 1.219 1.857 -0.976
H -1.051 0.488 1.846
H -1.783 -0.912 1.502
H 0.266 -2.131 1.948
H -0.124 -1.122 3.336
H 3.501 0.815 0.861
H 2.713 2.110 1.729
C -4.031 -0.095 -0.156
C -3.619 1.103 0.667
C -4.411 1.502 1.738
C -4.074 2.613 2.495
C -2.940 3.340 2.172
C -2.122 2.973 1.105
C -0.919 3.820 0.771
C -2.462 1.836 0.363
N -1.609 1.362 -0.674
C -1.740 1.864 -1.947
C -2.678 2.993 -2.282
C -0.993 1.243 -2.931
C -1.077 1.710 -4.362
N -0.226 0.187 -2.534
C 0.353 -0.673 -3.511
C -0.395 -1.789 -3.924
C -1.849 -1.906 -3.545
C 0.193 -2.742 -4.747
C 1.497 -2.578 -5.200
C 2.195 -1.434 -4.855
C 1.638 -0.465 -4.019
C 2.419 0.792 -3.724
H -4.258 -0.954 0.484
H -3.254 -0.374 -0.865
H -4.939 0.120 -0.724
H -5.304 0.933 1.976
H -4.693 2.912 3.332
H -2.675 4.216 2.754
H -1.241 4.822 0.475
H -0.325 3.404 -0.037
H -0.273 3.936 1.644
H -3.319 3.244 -1.439
H -3.317 2.728 -3.127
H -2.131 3.899 -2.564
H -0.829 2.771 -4.444
H -2.087 1.583 -4.765
H -0.391 1.156 -5.000
H -2.029 -1.552 -2.532
H -2.204 -2.933 -3.648
H -2.461 -1.282 -4.202
H -0.387 -3.605 -5.058
H 1.950 -3.323 -5.845
H 3.198 -1.274 -5.238
H 3.409 0.563 -3.322
H 1.913 1.443 -3.019
H 2.576 1.349 -4.652
C -1.161 -3.240 -0.439
C 0.220 -2.831 -0.806
N 0.728 -1.623 -0.688
C 2.053 -1.694 -1.102
C 2.333 -2.957 -1.476
N 1.157 -3.668 -1.300
C 1.033 -5.104 -1.442
N 1.373 -5.826 -0.244
N 0.427 -6.010 0.710
N 0.967 -6.489 1.758
C 2.332 -6.604 1.529
C 3.354 -7.060 2.364
C 4.630 -7.046 1.856
C 4.895 -6.592 0.542
C 3.897 -6.144 -0.289
C 2.602 -6.161 0.244
H -1.744 -2.350 -0.219
H -1.153 -3.904 0.427
H -1.649 -3.765 -1.261
H 2.696 -0.829 -1.107
H 3.227 -3.407 -1.871
H 1.697 -5.420 -2.242
H 0.012 -5.354 -1.707
H 3.140 -7.404 3.368
H 5.454 -7.383 2.469
H 5.916 -6.597 0.182
H 4.111 -5.806 -1.295
```

Computed properties:
- Multiplicity: 1
- Total energy: -2926.48382 a.u.
- Relative energy (zero: lowest compared OMol25 entry of this formula, charge and spin): 1.7 kcal per mole
- HOMO energy (spin up / spin down): -6.53 / -6.51 eV
- Lowest unoccupied orbital energy (spin up / spin down): 0.0454 / 0.0427 eV

These are the Mulliken partial charges, in e, on atoms 1 to 8: -1.775 -0.145 -0.528 0.547 -0.755 0.591 -0.788 0.382

=====

> What is the formula in the first record?

C49H41N10O2SSbW

=====

> Among the records above, which one has the lowest total energy?

C49H41N10O2SSbW